No. 1
This record from the Open Molecules 2025 dataset describes a structure of composition C24H22MgN8O4S2 at a distorted geometry. The level of theory is ωB97M-V with the def2-TZVPD basis set.

As for the electronic energy: -72478.3343 eV. The largest force on an atom is 1.45 eV/Å. The total charge is 0. As for the highest occupied orbital energy: -7.574 eV. For the frontier orbital gap, the calculation gives 7.77 eV.

Positions of all 61 atoms, in Å:
Mg  -1.017468  0.063828  0.877099
C  4.359133  0.699944  -1.140168
C  3.882768  0.249749  0.199929
N  2.638657  0.247544  0.619237
C  2.674138  -0.205583  1.918522
C  3.973269  -0.491654  2.274927
N  4.717121  -0.187809  1.171728
C  4.700082  -1.019268  3.461408
O  3.990943  -1.346863  4.510782
O  5.907063  -1.123279  3.407637
C  1.414038  -0.418910  2.701538
O  1.488998  -0.896458  3.851508
O  0.334255  -0.140242  2.117454
H  3.581897  0.540923  -1.884479
H  5.255155  0.153738  -1.438984
H  4.603609  1.764589  -1.120933
H  5.718574  -0.302712  1.150549
H  3.004686  -1.164864  4.343400
N  0.433314  -3.292016  1.912217
C  -0.482071  -3.241468  0.921870
N  -1.087648  -2.163777  0.477145
C  -2.003578  -2.502898  -0.520602
C  -2.058027  -3.805705  -0.855272
S  -0.937318  -4.704166  0.094443
C  -2.842092  -1.434538  -1.060114
C  -3.770812  -1.540329  -2.029662
S  -4.546909  -0.020147  -2.264387
C  -3.552221  0.672439  -1.014365
N  -2.701184  -0.178014  -0.484472
N  -3.673974  1.971432  -0.680402
H  0.472046  -2.502193  2.537077
H  0.644783  -4.183447  2.322912
H  -2.691151  -4.295176  -1.578405
H  -4.048808  -2.403254  -2.614417
H  -4.469809  2.488049  -1.004387
H  -3.208022  2.287397  0.164707
C  0.650787  1.693590  -1.396294
N  -0.208669  1.601620  -0.218198
C  -0.576875  2.686331  0.373827
C  -1.464917  2.672975  1.496822
C  -1.917518  3.740777  2.288449
C  -2.723345  3.175383  3.274321
C  -2.723021  1.792020  3.034372
N  -1.979187  1.476807  1.967172
C  0.202497  0.739917  -2.474320
C  0.612569  -0.590459  -2.414527
C  0.154329  -1.512906  -3.345394
C  -0.721608  -1.111135  -4.345778
C  -1.137527  0.212832  -4.408123
C  -0.679883  1.132635  -3.472443
H  1.656098  1.409417  -1.083140
H  0.670860  2.720382  -1.770316
H  -0.224220  3.658990  0.021442
H  -1.674433  4.785336  2.150984
H  -3.239560  3.692653  4.070133
H  -3.233369  1.023826  3.598632
H  1.293652  -0.893149  -1.622493
H  0.475648  -2.546852  -3.288538
H  -1.076781  -1.828473  -5.076764
H  -1.823803  0.529075  -5.185212
H  -1.015161  2.163545  -3.519656

Atoms 1-3, force components in eV/Å:
Mg -0.6 -0.8 -0.4
C 0.1 0.0 0.1
C 0.1 0.0 0.1


No. 2
This record from the Open Molecules 2025 dataset describes a structure of composition C24H22MoOS6Si. The level of theory is ωB97M-V with the def2-TZVPD basis set.

As for the electronic energy: -102041.5420 eV. The largest force on an atom is 0.86 eV/Å. The total charge is -2. As for the highest occupied orbital energy: -0.405 eV. For the frontier orbital gap, the calculation gives 5.07 eV.

Positions of all 55 atoms, in Å:
Mo  -1.486140  0.962634  0.571679
C  -3.576926  0.234284  -0.268229
C  -2.914252  -0.889145  0.275262
C  -2.715666  -0.637863  1.668005
C  -3.248182  0.642290  1.972196
C  -3.762033  1.198911  0.757400
H  -3.841471  0.344788  -1.306279
H  -2.699326  -1.802826  -0.256028
H  -2.210755  -1.282022  2.366132
H  -3.201865  1.142127  2.924827
H  -4.198613  2.175048  0.644189
O  -0.030970  4.357268  6.605507
C  -0.244137  3.816646  5.537865
S  -1.147488  4.545211  4.216703
C  -1.053019  3.200705  3.076028
C  -0.383140  2.119902  3.508132
S  -0.109233  0.651013  2.583516
S  0.299179  2.194272  5.128040
S  -1.797256  3.416333  1.521148
C  2.192230  2.665909  -2.189051
C  0.811559  2.301749  -1.704701
S  0.721743  1.945823  0.006970
C  -0.278996  2.289771  -2.482401
C  -0.269238  2.662951  -3.942002
S  -1.856016  1.887981  -1.828465
H  2.944753  2.203203  -1.548873
H  2.352523  3.749986  -2.166258
H  2.367967  2.320548  -3.210917
H  0.694250  2.445677  -4.409039
H  -0.472051  3.731570  -4.079300
H  -1.043336  2.112695  -4.480566
C  4.260661  -0.773503  -1.958908
C  3.247443  -0.785943  -2.903809
C  1.916158  -0.833836  -2.496534
C  1.565085  -0.859653  -1.147926
C  2.604842  -0.832101  -0.211812
C  3.932872  -0.798875  -0.606175
Si  -0.265950  -0.950698  -0.622945
C  -0.283593  -2.672418  0.247566
C  -0.658607  -3.833782  -0.434550
C  -0.665950  -5.080355  0.181136
C  -0.290793  -5.199148  1.511728
C  0.084781  -4.061364  2.214356
C  0.082414  -2.819968  1.590911
H  5.299123  -0.732676  -2.270067
H  3.490560  -0.752022  -3.960939
H  1.129703  -0.835664  -3.244326
H  2.365927  -0.803716  0.846049
H  4.717164  -0.768602  0.142335
H  -0.901135  -1.344019  -1.933415
H  -0.948127  -3.756560  -1.478129
H  -0.964168  -5.961020  -0.378663
H  -0.294336  -6.168626  1.997940
H  0.373582  -4.138712  3.256954
H  0.358233  -1.944200  2.167756

Atoms 1-3, force components in eV/Å:
Mo -0.5 0.1 -0.7
C 0.0 0.0 0.2
C -0.1 0.2 0.3


No. 3
This record from the Open Molecules 2025 dataset describes an isolated molecule of C24H22N2O5 at a distorted geometry. The level of theory is ωB97M-V with the def2-TZVPD basis set.

As for the electronic energy: -38461.9197 eV. The largest force on an atom is 1.32 eV/Å. The total charge is 0. As for the highest occupied orbital energy: -9.092 eV. The structure (SMILES) is O=C(O)C[C@H](NC(=O)CC(c1ccccc1)c1ccccc1)c1cccc([N+](=O)[O-])c1. For the frontier orbital gap, the calculation gives 8.49 eV.

Positions of all 53 atoms, in Å:
O  -2.410157  -3.368367  1.021124
C  -1.579339  -2.695939  1.569170
O  -1.385997  -2.724411  2.892132
C  -0.635280  -1.731673  0.901990
C  -0.978531  -1.512136  -0.581813
N  -0.019494  -0.623170  -1.208169
C  1.231222  -1.036123  -1.522819
O  1.592752  -2.182264  -1.354594
C  2.090951  0.043948  -2.157718
C  2.773084  1.005625  -1.152818
C  1.815006  1.390702  -0.045239
C  0.855775  2.372946  -0.275656
C  -0.056764  2.718173  0.706460
C  -0.016944  2.085396  1.938634
C  0.937801  1.111702  2.179664
C  1.844976  0.763064  1.192658
C  4.078308  0.493131  -0.588870
C  5.006758  1.428501  -0.142825
C  6.211739  1.027845  0.402774
C  6.508177  -0.320564  0.510460
C  5.589377  -1.257706  0.073503
C  4.379941  -0.857124  -0.470801
C  -2.372502  -0.963081  -0.735810
C  -3.378447  -1.726256  -1.319646
C  -4.668856  -1.234253  -1.439145
C  -4.975212  0.034880  -0.986488
C  -3.968102  0.798644  -0.409629
N  -4.267176  2.127785  0.059442
O  -5.419724  2.498529  0.012103
O  -3.343848  2.801096  0.469254
C  -2.675385  0.309413  -0.274289
H  -1.982051  -3.365269  3.311651
H  -0.639371  -0.790935  1.455183
H  0.372670  -2.149298  0.965806
H  -0.900094  -2.480951  -1.088138
H  -0.234405  0.361899  -1.224152
H  1.452811  0.631337  -2.821208
H  2.861493  -0.441788  -2.757586
H  3.007116  1.918902  -1.715027
H  0.828324  2.878373  -1.232134
H  -0.805219  3.471867  0.514615
H  -0.729177  2.355246  2.703653
H  0.979184  0.619882  3.140803
H  2.583911  0.000308  1.386891
H  4.779087  2.482663  -0.223613
H  6.921152  1.768493  0.742195
H  7.450101  -0.637244  0.933646
H  5.810946  -2.311689  0.156647
H  3.677100  -1.607134  -0.796509
H  -3.149410  -2.721071  -1.667016
H  -5.437215  -1.844031  -1.887712
H  -5.969600  0.445375  -1.069825
H  -1.931172  0.934930  0.198854

Atoms 1-3, force components in eV/Å:
O -0.1 -0.2 -0.1
C 0.0 0.0 -0.2
O 0.2 0.1 0.7


No. 4
This record from the Open Molecules 2025 dataset describes an isolated molecule of C24H22N2O6 at a distorted geometry. The level of theory is ωB97M-V with the def2-TZVPD basis set.

As for the electronic energy: -40510.9580 eV. The largest force on an atom is 1.25 eV/Å. The total charge is 0. As for the highest occupied orbital energy: -8.596 eV. The structure (SMILES) is NC(=O)COc1ccc([C@@H]2c3c(oc4ccccc4c3=O)C(=O)N2C[C@@H]2CCCO2)cc1. For the frontier orbital gap, the calculation gives 8.39 eV.

Positions of all 54 atoms, in Å:
N  4.743879  2.910028  2.571151
C  4.497251  2.317285  1.379305
O  4.593986  1.129062  1.201953
C  4.078555  3.312486  0.286967
O  3.715478  2.684741  -0.911500
C  2.614166  1.884200  -0.932571
C  2.388938  1.203177  -2.128924
C  1.299871  0.369214  -2.264848
C  0.406110  0.196252  -1.215078
C  -0.743399  -0.776400  -1.332668
C  -2.015559  -0.268162  -0.728134
C  -2.406784  -1.107364  0.260573
O  -3.487204  -0.972149  1.023294
C  -4.265824  0.117083  0.775308
C  -5.409991  0.266620  1.560394
C  -6.241835  1.345930  1.361592
C  -5.948938  2.292037  0.382312
C  -4.821586  2.149443  -0.392757
C  -3.959568  1.063314  -0.214139
C  -2.755659  0.933523  -1.064182
O  -2.443141  1.735393  -1.926441
C  -1.447443  -2.250570  0.372698
O  -1.498002  -3.199286  1.121972
N  -0.503962  -1.993789  -0.566686
C  0.592295  -2.876445  -0.883610
C  1.447954  -3.278287  0.339900
C  2.052310  -2.073927  1.061238
C  3.315898  -1.818901  0.243911
C  3.720521  -3.237972  -0.161213
O  2.548594  -4.046396  -0.111422
C  0.620692  0.892716  -0.035076
C  1.710511  1.731173  0.112858
H  4.722308  3.906070  2.694899
H  5.074579  2.339056  3.331714
H  4.944262  3.932043  0.031746
H  3.276648  3.964528  0.661992
H  3.090211  1.340179  -2.936327
H  1.141733  -0.150716  -3.198654
H  -0.890452  -1.026660  -2.392209
H  -5.617382  -0.478488  2.311949
H  -7.126630  1.456548  1.969813
H  -6.607481  3.133852  0.233699
H  -4.565895  2.864212  -1.160402
H  1.230843  -2.370161  -1.608992
H  0.210288  -3.799075  -1.335664
H  0.842359  -3.906482  0.998900
H  2.309696  -2.353253  2.083069
H  1.381619  -1.220434  1.085328
H  3.083510  -1.214566  -0.632761
H  4.088709  -1.305299  0.808214
H  4.450091  -3.661060  0.539852
H  4.142471  -3.285300  -1.170102
H  -0.073330  0.782478  0.786461
H  1.847857  2.242888  1.052382

Atoms 1-3, force components in eV/Å:
N 0.1 0.1 0.4
C -0.1 0.3 -0.1
O 0.0 -0.2 -0.2


What did the third record say?
This record from the Open Molecules 2025 dataset describes an isolated molecule of C24H22N2O5 at a distorted geometry. The level of theory is ωB97M-V with the def2-TZVPD basis set.

As for the electronic energy: -38461.9197 eV. The largest force on an atom is 1.32 eV/Å. The total charge is 0. As for the highest occupied orbital energy: -9.092 eV. The structure (SMILES) is O=C(O)C[C@H](NC(=O)CC(c1ccccc1)c1ccccc1)c1cccc([N+](=O)[O-])c1. For the frontier orbital gap, the calculation gives 8.49 eV.

Positions of all 53 atoms, in Å:
O  -2.410157  -3.368367  1.021124
C  -1.579339  -2.695939  1.569170
O  -1.385997  -2.724411  2.892132
C  -0.635280  -1.731673  0.901990
C  -0.978531  -1.512136  -0.581813
N  -0.019494  -0.623170  -1.208169
C  1.231222  -1.036123  -1.522819
O  1.592752  -2.182264  -1.354594
C  2.090951  0.043948  -2.157718
C  2.773084  1.005625  -1.152818
C  1.815006  1.390702  -0.045239
C  0.855775  2.372946  -0.275656
C  -0.056764  2.718173  0.706460
C  -0.016944  2.085396  1.938634
C  0.937801  1.111702  2.179664
C  1.844976  0.763064  1.192658
C  4.078308  0.493131  -0.588870
C  5.006758  1.428501  -0.142825
C  6.211739  1.027845  0.402774
C  6.508177  -0.320564  0.510460
C  5.589377  -1.257706  0.073503
C  4.379941  -0.857124  -0.470801
C  -2.372502  -0.963081  -0.735810
C  -3.378447  -1.726256  -1.319646
C  -4.668856  -1.234253  -1.439145
C  -4.975212  0.034880  -0.986488
C  -3.968102  0.798644  -0.409629
N  -4.267176  2.127785  0.059442
O  -5.419724  2.498529  0.012103
O  -3.343848  2.801096  0.469254
C  -2.675385  0.309413  -0.274289
H  -1.982051  -3.365269  3.311651
H  -0.639371  -0.790935  1.455183
H  0.372670  -2.149298  0.965806
H  -0.900094  -2.480951  -1.088138
H  -0.234405  0.361899  -1.224152
H  1.452811  0.631337  -2.821208
H  2.861493  -0.441788  -2.757586
H  3.007116  1.918902  -1.715027
H  0.828324  2.878373  -1.232134
H  -0.805219  3.471867  0.514615
H  -0.729177  2.355246  2.703653
H  0.979184  0.619882  3.140803
H  2.583911  0.000308  1.386891
H  4.779087  2.482663  -0.223613
H  6.921152  1.768493  0.742195
H  7.450101  -0.637244  0.933646
H  5.810946  -2.311689  0.156647
H  3.677100  -1.607134  -0.796509
H  -3.149410  -2.721071  -1.667016
H  -5.437215  -1.844031  -1.887712
H  -5.969600  0.445375  -1.069825
H  -1.931172  0.934930  0.198854

Atoms 1-3, force components in eV/Å:
O -0.1 -0.2 -0.1
C 0.0 0.0 -0.2
O 0.2 0.1 0.7


- Which value of frontier orbital gap does entry 1 give?
  7.77 eV


- Among the records above, which one has the lowest frontier orbital gap?
  C24H22MoOS6Si